{
  "formula": "C15H17N4O2P",
  "method": "ωB97M-V/def2-TZVPD",
  "gap_ev": 9.306,
  "e_tot_ev": -35175.600,
  "smiles": "O=C(NP(=O)(Nc1ccccc1)Nc1ccccc1)N1CC1",
  "elements": ["O", "O", "C", "C", "C", "C", "C", "C", "C", "C", "C", "C", "C", "C", "C", "N", "N", "N", "N", "C", "C", "P", "H", "H", "H", "H", "H", "H", "H", "H", "H", "H", "H", "H", "H", "H", "H", "H", "H"],
  "xyz": [[-2.695, 0.681, 2.152], [1.649, 0.696, 1.468], [-1.487, 0.508, 2.078], [-2.758, -3.171, -0.260], [3.159, 1.538, -4.022], [-1.652, -3.376, 0.553], [-2.814, -2.027, -1.088], [3.783, 2.263, -2.990], [1.867, 1.088, -3.895], [-0.590, -2.536, 0.509], [-1.739, -1.137, -1.140], [3.061, 2.530, -1.813], [1.136, 1.359, -2.693], [-0.601, -1.407, -0.322], [1.732, 2.063, -1.666], [-0.772, -0.114, 3.074], [-0.857, 1.338, 1.223], [0.514, -0.551, -0.394], [1.070, 2.266, -0.441], [-1.434, -1.009, 4.009], [-0.845, 0.398, 4.415], [0.601, 0.906, 0.505], [-3.573, -3.864, -0.213], [3.678, 1.316, -4.940], [-1.624, -4.289, 1.146], [-3.707, -1.804, -1.653], [4.786, 2.649, -3.126], [1.407, 0.502, -4.685], [0.280, -2.720, 1.119], [-1.794, -0.288, -1.760], [3.535, 3.088, -1.004], [0.152, 0.989, -2.582], [-1.572, 1.694, 0.609], [1.399, -1.005, -0.202], [1.604, 2.829, 0.246], [-2.508, -1.167, 4.002], [-0.965, -1.965, 4.290], [-1.553, 1.245, 4.557], [0.129, 0.486, 4.930]],
  "mulliken_charge": [-0.67, -0.79, 0.32, -0.53, -0.35, -0.67, -0.78, -0.69, -0.77, -0.21, -0.06, -0.54, 0.20, -0.06, 0.35, 0.09, -0.06, 0.00, -0.38, -0.51, -0.41, 0.76, 0.41, 0.37, 0.38, 0.37, 0.36, 0.36, 0.40, 0.45, 0.29, 0.37, 0.31, 0.39, 0.36, 0.24, 0.21, 0.24, 0.24]
}

***

{
  "formula": "C15H17N7O4S",
  "method": "ωB97M-V/def2-TZVPD",
  "gap_ev": 7.847,
  "relative_energy_ev": 2.438,
  "e_tot_ev": -45278.633,
  "smiles": "O=C(c1c[nH]nn1)N1C[C@H]2CC[C@@H](C1)N2S(=O)(=O)c1cccc2c1NON2",
  "elements": ["O", "O", "O", "N", "N", "O", "C", "C", "C", "C", "C", "C", "C", "C", "C", "N", "N", "N", "N", "N", "C", "C", "C", "C", "C", "C", "S", "H", "H", "H", "H", "H", "H", "H", "H", "H", "H", "H", "H", "H", "H", "H", "H", "H"],
  "xyz": [[-1.582, -0.586, 3.763], [2.018, 1.254, -2.057], [0.065, 2.796, -2.354], [1.941, -0.014, 4.506], [2.701, -0.601, 5.382], [0.193, -3.355, -1.734], [-0.412, -0.301, 3.446], [0.695, -0.615, 4.439], [0.655, -1.481, 5.447], [-0.907, -0.626, -5.408], [-0.807, -1.920, -4.957], [-0.520, 0.419, -4.581], [-0.433, -2.288, -3.655], [-0.030, -1.280, -2.833], [0.000, 0.117, -3.299], [1.919, -1.534, 6.013], [-0.277, -3.561, -3.019], [0.381, -1.891, -1.660], [-0.318, 0.189, 2.181], [0.095, 0.905, -0.518], [0.915, 0.612, 1.594], [-1.458, 0.149, 1.156], [0.174, 2.901, 0.756], [-1.191, 2.594, 0.236], [0.915, 1.571, 0.531], [-1.264, 1.073, -0.084], [0.535, 1.438, -2.138], [-0.117, -2.054, 5.618], [-1.287, -0.470, -6.427], [-1.046, -2.711, -5.712], [-0.470, 1.406, -4.963], [2.184, -2.140, 6.841], [0.136, -4.422, -3.542], [0.222, -1.253, -0.857], [1.623, 0.943, 2.319], [1.476, -0.284, 1.251], [-2.522, 0.293, 1.623], [-1.567, -0.835, 0.724], [0.051, 3.167, 1.767], [0.726, 3.744, 0.290], [-1.809, 2.743, 1.084], [-1.502, 3.246, -0.558], [1.934, 1.698, 0.175], [-2.038, 0.966, -0.785]],
  "mulliken_charge": [-0.71, -0.73, -0.66, 0.06, -0.76, -0.27, 0.52, 0.11, -0.32, -0.77, -0.39, -0.55, 0.08, 0.60, -0.02, 0.14, -0.20, -0.19, 0.29, 0.01, -1.33, -1.05, -0.75, -0.90, -0.21, -0.23, 1.33, 0.58, 0.37, 0.29, 0.48, 0.26, 0.27, 0.22, 0.75, 0.17, 0.37, 0.39, 0.49, 0.25, 0.56, 0.38, 0.55, 0.51]
}

***

Repeat the second record exactly.
{
  "formula": "C15H17N7O4S",
  "method": "ωB97M-V/def2-TZVPD",
  "gap_ev": 7.847,
  "relative_energy_ev": 2.438,
  "e_tot_ev": -45278.633,
  "smiles": "O=C(c1c[nH]nn1)N1C[C@H]2CC[C@@H](C1)N2S(=O)(=O)c1cccc2c1NON2",
  "elements": ["O", "O", "O", "N", "N", "O", "C", "C", "C", "C", "C", "C", "C", "C", "C", "N", "N", "N", "N", "N", "C", "C", "C", "C", "C", "C", "S", "H", "H", "H", "H", "H", "H", "H", "H", "H", "H", "H", "H", "H", "H", "H", "H", "H"],
  "xyz": [[-1.582, -0.586, 3.763], [2.018, 1.254, -2.057], [0.065, 2.796, -2.354], [1.941, -0.014, 4.506], [2.701, -0.601, 5.382], [0.193, -3.355, -1.734], [-0.412, -0.301, 3.446], [0.695, -0.615, 4.439], [0.655, -1.481, 5.447], [-0.907, -0.626, -5.408], [-0.807, -1.920, -4.957], [-0.520, 0.419, -4.581], [-0.433, -2.288, -3.655], [-0.030, -1.280, -2.833], [0.000, 0.117, -3.299], [1.919, -1.534, 6.013], [-0.277, -3.561, -3.019], [0.381, -1.891, -1.660], [-0.318, 0.189, 2.181], [0.095, 0.905, -0.518], [0.915, 0.612, 1.594], [-1.458, 0.149, 1.156], [0.174, 2.901, 0.756], [-1.191, 2.594, 0.236], [0.915, 1.571, 0.531], [-1.264, 1.073, -0.084], [0.535, 1.438, -2.138], [-0.117, -2.054, 5.618], [-1.287, -0.470, -6.427], [-1.046, -2.711, -5.712], [-0.470, 1.406, -4.963], [2.184, -2.140, 6.841], [0.136, -4.422, -3.542], [0.222, -1.253, -0.857], [1.623, 0.943, 2.319], [1.476, -0.284, 1.251], [-2.522, 0.293, 1.623], [-1.567, -0.835, 0.724], [0.051, 3.167, 1.767], [0.726, 3.744, 0.290], [-1.809, 2.743, 1.084], [-1.502, 3.246, -0.558], [1.934, 1.698, 0.175], [-2.038, 0.966, -0.785]],
  "mulliken_charge": [-0.71, -0.73, -0.66, 0.06, -0.76, -0.27, 0.52, 0.11, -0.32, -0.77, -0.39, -0.55, 0.08, 0.60, -0.02, 0.14, -0.20, -0.19, 0.29, 0.01, -1.33, -1.05, -0.75, -0.90, -0.21, -0.23, 1.33, 0.58, 0.37, 0.29, 0.48, 0.26, 0.27, 0.22, 0.75, 0.17, 0.37, 0.39, 0.49, 0.25, 0.56, 0.38, 0.55, 0.51]
}